Record 1
The following is a DFT calculation (the ωB97M-V functional and the def2-TZVPD basis) of a molecular structure, C5H9O3Pb.

Energy relative to the best compared isomer or geometry (same formula, charge and spin): 2.373 eV
Total charge: +1
E: -16708.2961 eV
HOMO level: -10.768 eV
Orbital gap: 4.286 eV
Spin multiplicity: 1

Geometry as XYZ:
```
18
Properties=species:S:1:pos:R:3:nbo_charge:R:1
C 0.84 0.53 0.04 0.374
C 1.87 -0.60 0.12 -0.101
C -1.22 -1.90 -0.18 -0.360
H -1.54 1.65 1.68 0.175
C 0.12 -1.80 -0.54 0.050
C -1.71 1.37 0.63 -0.247
H 0.39 -1.71 -1.60 0.174
H 2.60 -0.41 0.92 0.216
H -1.93 -1.77 -0.99 0.212
O -0.80 0.37 0.26 -0.577
H -1.65 2.26 -0.01 0.134
H 2.41 -0.77 -0.83 0.186
H 0.96 1.03 1.03 0.154
H -2.73 1.00 0.49 0.227
H -1.47 -2.26 0.82 0.222
O 1.10 -1.76 0.43 -0.504
O 1.21 1.46 -0.90 -1.019
Pb 1.55 3.32 -1.37 1.683
```


Record 2
The following is a DFT calculation (the ωB97M-V functional and the def2-TZVPD basis) of a single C6H9NO molecule.

Energy relative to the best compared isomer or geometry (same formula, charge and spin): 1.217 eV
Total charge: 0
E: -9904.3871 eV
HOMO level: -8.943 eV
Orbital gap: 9.815 eV
Spin multiplicity: 1
SMILES string: O=C1CC[C@H]2C[C@@H]1N2

Geometry as XYZ:
```
17
Properties=species:S:1:pos:R:3:nbo_charge:R:1
H -0.60 -0.50 -2.31 0.239
H 1.52 -1.35 0.17 0.205
C 1.01 -0.73 0.95 -0.411
N -0.66 0.55 1.35 -0.615
C 0.62 0.74 0.59 -0.169
H -1.64 0.59 -1.37 0.251
H -0.46 0.74 2.31 0.353
H -2.20 -1.35 -0.21 0.221
C 0.39 0.71 -0.91 0.604
C -1.11 -1.24 -0.26 -0.403
H 1.21 1.63 0.80 0.222
O 1.13 1.29 -1.66 -0.539
C -0.79 -0.14 -1.30 -0.529
H 1.53 -0.74 1.92 0.217
H -0.65 -2.19 -0.55 0.207
H -0.82 -1.52 1.96 0.204
C -0.51 -0.92 1.12 -0.057
```


Record 3
The following is a DFT calculation (the ωB97M-V functional and the def2-TZVPD basis) of a single C6H13N3 molecule.

Energy relative to the best compared isomer or geometry (same formula, charge and spin): 2.632 eV
Total charge: 0
E: -10900.7797 eV
HOMO level: -8.041 eV
Orbital gap: 9.014 eV
Spin multiplicity: 1
SMILES string: CC1N2[C@H](C)N[C@@H](C)N12

Geometry as XYZ:
```
22
Properties=species:S:1:pos:R:3:nbo_charge:R:1
N 0.81 -0.55 1.01 -0.303
H 0.18 0.49 2.77 0.200
C -0.18 2.17 -1.17 -0.622
C 0.51 0.91 -0.75 0.087
N 0.78 0.82 0.73 -0.291
H 1.21 -2.54 -1.74 0.218
H -0.44 2.05 -2.22 0.224
H -0.40 -2.09 0.15 0.197
H -2.19 0.21 2.65 0.231
H 1.49 0.84 -1.25 0.195
H 2.28 -1.24 -1.17 0.210
H -1.19 -0.17 -0.76 0.354
N -0.25 -0.34 -1.04 -0.641
C 1.53 -1.99 -0.85 -0.612
C -1.69 0.07 1.66 -0.660
C 0.35 -1.32 -0.15 0.067
H -2.12 0.76 0.96 0.213
C -0.16 0.29 1.75 0.068
H 2.04 -2.75 -0.22 0.218
H -1.86 -0.97 1.31 0.214
H 0.44 3.02 -1.03 0.227
H -1.12 2.33 -0.63 0.204
```


Record 4
The following is a DFT calculation (the ωB97M-V functional and the def2-TZVPD basis) of a molecular structure, C45H61BGeN11O2RhSeTe.

Total charge: +2
E: -200968.6965 eV
HOMO level (alpha / beta): -11.942 / -11.956 eV
Orbital gap (alpha / beta): 4.089 / 4.113 eV
Spin multiplicity: 1

Geometry as XYZ:
```
124
Properties=species:S:1:pos:R:3:mulliken_charge:R:1
C -4.69 -3.05 -2.32 0.657
H -4.49 1.27 -3.22 0.430
H -1.53 2.10 1.16 -0.136
H -2.11 1.27 4.57 0.493
H -6.50 -4.15 -2.60 0.430
H -6.89 0.08 -2.73 0.507
H 1.67 3.93 3.11 0.509
N 2.99 -0.71 2.96 0.689
N 0.70 0.89 2.79 0.164
C 3.67 -1.59 3.70 0.285
N 0.28 -1.76 0.29 0.432
C 3.61 0.94 -1.42 -2.125
C 3.70 -4.46 0.64 -1.134
C 4.19 4.94 1.49 0.702
C 4.67 3.55 3.13 -0.165
Rh 1.40 -1.03 1.60 0.016
H 2.90 -3.17 4.90 0.290
H 4.26 -6.52 0.47 0.451
C -0.93 3.25 -1.74 -1.012
N 3.49 3.85 1.30 -0.813
H 0.18 -5.59 -0.43 0.562
H 5.41 1.15 3.94 0.496
H 5.06 6.63 0.54 0.448
C 4.97 4.80 2.66 -1.467
O -0.56 -3.42 -0.97 -1.145
C -0.89 -1.11 -4.46 0.948
C -0.37 1.41 3.39 0.243
C -2.56 4.68 0.71 -1.035
N 1.61 1.87 2.64 1.357
H 2.51 -3.30 3.17 -0.023
H -8.86 -1.70 -2.01 0.362
C -0.10 -2.49 4.01 0.153
N 2.43 0.09 0.27 0.875
Ge -1.21 5.01 -0.72 0.681
O 0.21 -2.36 2.82 -0.296
B 3.08 1.64 2.19 -0.344
H 3.85 5.76 -0.43 0.293
N 0.44 -1.73 4.99 -0.187
H -1.90 2.89 -2.09 0.173
C -8.35 -2.16 -2.86 -1.639
N 3.13 1.15 0.72 0.646
C -6.28 -0.80 -2.61 -0.796
C 1.12 3.02 3.13 -0.332
H 5.64 5.52 3.08 0.497
H -2.40 1.26 -0.14 0.506
H 4.69 -4.13 0.92 0.562
C -6.87 -2.05 -2.68 0.768
H 5.01 3.07 4.03 0.542
C 4.73 0.34 3.78 0.283
H -1.78 0.52 -3.40 -0.113
C -1.95 6.19 -2.14 -1.203
H -2.97 -4.10 -1.62 -0.059
C -0.15 2.78 3.62 -1.723
C -1.61 0.70 3.79 -1.105
H -0.33 -4.85 -5.30 0.472
C 0.56 5.52 -0.02 -0.754
H 1.06 -0.99 4.70 -0.002
H -3.58 -4.63 -3.20 0.384
C 4.79 -0.95 4.25 -2.086
N -1.01 -3.41 4.36 -0.392
C -1.02 0.35 -4.16 -0.846
H 2.24 -0.70 -2.99 0.537
H -1.25 6.29 -2.96 0.378
H 3.34 6.80 0.91 0.199
H -1.40 -0.30 4.17 0.001
H -3.34 0.74 -1.98 -1.475
C -0.98 -3.44 -3.83 -0.384
C -4.39 0.76 -2.27 -0.093
H -8.66 -1.62 -3.75 0.382
C -1.21 -2.11 -3.54 0.848
H -3.34 4.01 0.38 0.313
H 1.19 5.87 -0.83 0.360
C 3.28 -3.01 3.89 -1.157
C 1.17 -5.29 -0.12 -0.799
H 1.08 -1.23 -1.78 -0.495
H 1.99 -7.25 -0.18 0.469
H -8.67 -3.20 -2.94 0.362
C -3.87 -4.29 -2.20 -1.462
H 2.89 -2.47 0.68 0.899
C 3.46 -5.80 0.38 -0.753
C 2.68 -3.53 0.52 -0.281
C 2.70 -0.04 -1.04 0.066
H -2.09 4.28 1.61 0.171
Se -0.04 1.81 -0.83 -0.017
H 4.52 2.50 -0.13 0.695
H 5.52 -1.39 4.89 0.574
H -4.95 1.32 -1.52 0.571
H 1.06 4.68 0.46 -0.206
H 4.14 -3.65 3.76 0.462
H 0.46 6.32 0.71 0.462
H -2.14 7.18 -1.74 0.403
H -0.82 3.46 4.09 0.661
C 4.11 6.10 0.57 -1.348
C -4.92 -0.64 -2.37 0.563
C -0.22 -2.83 -6.02 -0.711
H -0.07 0.74 -3.78 0.160
H -2.31 0.60 2.96 0.092
N 3.79 2.97 2.28 0.620
H 0.13 -3.11 -7.00 0.444
H 4.02 1.09 -2.39 0.616
C -0.49 -3.81 -5.07 -1.116
C -0.40 -1.50 -5.70 -0.853
C -6.06 -3.17 -2.54 -0.914
C 1.41 -3.94 0.14 0.857
C -1.46 1.33 0.39 -0.266
H -3.02 5.63 0.98 0.473
H -1.40 -4.00 3.65 0.230
C 3.87 1.66 -0.28 0.015
C 2.13 -1.05 -1.97 -0.413
H -1.28 0.90 -5.05 0.622
C -4.13 -1.77 -2.23 0.252
N 3.64 0.48 3.02 0.601
H -1.18 0.37 0.83 -0.126
H 0.19 -1.81 5.95 0.202
H -1.15 -4.20 -3.09 0.489
H -0.32 3.49 -2.61 0.575
C 0.30 -2.97 -0.16 0.752
H -1.23 -3.63 5.32 0.184
H -0.16 -0.74 -6.43 0.502
H -2.88 5.79 -2.52 0.348
Te -2.05 -1.60 -1.63 0.995
H 2.66 -2.00 -1.90 0.328
H -4.44 -5.09 -1.74 0.549
C 2.19 -6.21 0.01 -0.784
```


no.,F_max (eV/Å)
1,5.5
2,1.2
3,3.0
4,4.0